A) A 2-piece molecular cluster, C4H13N3O overall. Source: the OMol25 dataset; level of theory: wB97M-V/def2-TZVPD.

```
21
Properties=species:S:1:pos:R:3:lowdin_charge:R:1
C 0.47263 0.62601 -2.91423 -0.12
H -0.58559 0.89583 -2.84763 0.08
H 1.22913 1.99436 -0.16575 0.08
H 0.56730 -0.45893 -2.98056 0.08
N 0.63141 1.75793 -0.96236 0.05
C -1.01099 -0.32196 0.66292 -0.51
O -1.58683 0.59199 -0.17196 -0.10
H 0.92753 1.05673 -3.80864 0.08
H 0.79367 0.21715 3.45315 0.08
H -0.79316 1.20120 -0.56851 0.06
C -0.14775 -1.46846 -0.14261 -0.03
H 0.82062 -1.11457 -0.47925 0.04
H -0.54272 -0.93794 3.25790 0.08
N -0.14092 0.35124 1.60429 -0.10
N 1.24899 1.04508 -1.78105 -0.08
C 0.29061 -0.43725 2.74296 -0.13
H -0.77701 -1.83275 -0.95379 0.07
H -1.81680 -0.89626 1.15535 0.13
H -0.61434 1.19363 1.91881 0.11
H 0.03398 -2.26854 0.56834 0.05
H 1.00025 -1.19447 2.41264 0.07
```

E_HOMO (Eh): -0.322
Molecular weight (u): 119.2
Orbital gap (Eh): 0.3375
SMILES: CN[C@H](C)O.[H]/N=N/C

***

B) One molecule with the formula C4H13N3O. Source: the OMol25 dataset; level of theory: wB97M-V/def2-TZVPD.

```
21
Properties=species:S:1:pos:R:3:lowdin_charge:R:1
H 1.05151 0.65961 0.89568 0.10
H 1.38720 -1.57681 -0.69745 0.11
N 0.29598 -1.22983 1.08823 -0.12
H 1.21572 -2.87298 0.76904 0.12
H -1.27034 1.87528 -2.93386 0.09
N -2.26226 0.28994 -0.03868 0.03
H -0.53441 -0.37371 -1.01746 0.14
H 0.37754 1.77788 -1.50839 0.12
C -0.82059 0.45263 -0.31122 -0.37
H -0.38859 0.56584 1.82541 0.12
H -2.74742 0.12562 -0.91453 0.06
H -2.68481 1.21208 0.15191 0.08
H 2.92722 -1.84917 1.79637 0.06
C 0.08222 0.17821 0.90094 -0.23
C -0.60731 1.83084 -1.03530 -0.22
N 2.78933 -1.50545 0.84421 0.00
H 2.87375 -0.51996 1.05815 0.04
H -0.62968 -1.72711 1.03540 0.13
H -0.90063 2.54405 -0.26442 0.12
O -1.58380 1.99793 -2.03751 -0.08
C 1.42939 -1.85489 0.39348 -0.31
```

E_HOMO (Eh): -0.311
Molecular weight (u): 119.2
Orbital gap (Eh): 0.3382
SMILES: NCNC[C@@H](N)CO

***

Stability summary: most stable B), least stable A).

***

A) A 2-piece molecular cluster, H6OSi2 overall. Source: the OMol25 dataset; level of theory: wB97M-V/def2-TZVPD.

```
9
Properties=species:S:1:pos:R:3:lowdin_charge:R:1
Si 1.39067 0.10013 -0.48141 0.50
H 1.18017 -0.92229 0.44427 -0.10
H -1.18221 -0.50678 1.46654 -0.26
H 2.47228 1.08277 -0.13135 -0.06
O -0.12311 0.71286 -0.33148 -0.42
Si -1.84190 -1.12571 0.41807 0.60
H -3.14752 -0.41738 0.46983 -0.24
H 1.66715 -0.51095 -1.75652 -0.08
H -0.41551 1.58735 -0.09796 0.06
```

E_HOMO (Eh): -0.294
Molecular weight (u): 78.2
Orbital gap (Eh): 0.2859

***

B) One molecule with the formula H6OSi2. Source: the OMol25 dataset; level of theory: wB97M-V/def2-TZVPD.

```
9
Properties=species:S:1:pos:R:3:lowdin_charge:R:1
H -1.58636 1.42635 1.27592 -0.08
Si -0.81983 0.26700 1.42631 0.50
O 0.01620 0.32030 0.00282 -0.64
H 2.13037 0.37999 -1.06924 -0.05
H -1.36142 -0.97013 1.74425 -0.10
Si 0.76158 -0.02946 -1.54290 0.59
H 0.04396 0.45674 2.57814 -0.09
H 0.29302 -1.37725 -2.06345 -0.07
H -0.12064 0.77892 -2.50857 -0.07
```

E_HOMO (Eh): -0.383
Molecular weight (u): 78.2
Orbital gap (Eh): 0.4090
SMILES: [SiH3]O[SiH3]

***

Stability summary: most stable B), least stable A).

***

A) A 2-piece molecular cluster, CH6N2S overall. Source: the OMol25 dataset; level of theory: wB97M-V/def2-TZVPD.

```
10
Properties=species:S:1:pos:R:3:lowdin_charge:R:1
H 0.21898 1.28242 -2.14695 -0.36
N 0.65889 -0.81907 -0.44052 0.11
N -0.59798 0.41086 1.33236 0.06
S -1.06868 0.97834 -2.06654 0.06
C 0.33017 -0.43873 0.74306 -0.26
H 1.39790 -1.50678 -0.33404 0.12
H 0.98798 -0.80987 1.54707 0.12
H -1.49906 0.01742 1.53702 0.10
H -0.16344 -0.45374 -1.23632 -0.06
H -0.26476 1.33915 1.06486 0.10
```

E_HOMO (Eh): -0.270
Molecular weight (u): 78.1
Orbital gap (Eh): 0.2635

***

B) A 2-piece molecular cluster, CH6N2S overall. Source: the OMol25 dataset; level of theory: wB97M-V/def2-TZVPD.

```
10
Properties=species:S:1:pos:R:3:lowdin_charge:R:1
N 1.13382 0.76677 0.62133 0.09
H 1.28642 -1.27980 0.29737 0.14
H -2.78595 0.39851 1.04932 -0.41
N 0.31050 -0.42441 -1.24925 0.12
H 0.49738 0.69780 1.42631 0.07
H -0.37329 0.33668 -1.37155 0.09
H -0.15461 -1.29383 -1.47787 0.11
S -1.80916 -0.44656 0.79496 0.01
C 0.94116 -0.33356 -0.12412 -0.34
H 0.95373 1.57840 0.03350 0.11
```

E_HOMO (Eh): -0.262
Molecular weight (u): 78.1
Orbital gap (Eh): 0.2429

***

C) CH6N2S as an isolated structure. Source: the OMol25 dataset; level of theory: wB97M-V/def2-TZVPD.

```
10
Properties=species:S:1:pos:R:3:lowdin_charge:R:1
N -0.68845 0.11351 0.53512 0.05
C -0.14905 -0.04875 -0.63369 -0.28
N -0.36252 0.75077 -1.68997 0.09
S 0.84115 -1.57523 2.40603 0.12
H 0.05540 0.55546 -2.61463 0.12
H 0.49221 -0.94238 -0.79493 0.14
H -1.47928 0.74443 0.64334 0.11
H 1.93650 -0.82466 2.19277 -0.33
H -0.50414 1.75691 -1.49744 0.13
H -0.14184 -0.53006 1.45340 -0.15
```

E_HOMO (Eh): -0.270
Molecular weight (u): 78.1
Orbital gap (Eh): 0.2785

***

D) A 2-piece molecular cluster, CH6N2S overall. Source: the OMol25 dataset; level of theory: wB97M-V/def2-TZVPD.

```
10
Properties=species:S:1:pos:R:3:lowdin_charge:R:1
H 1.75573 2.78128 -0.51197 -0.05
N 0.09840 -0.82738 0.35470 -0.58
H 1.98568 1.38361 -1.34625 -0.10
H -1.80015 -1.22587 -0.62468 0.09
H 0.58057 -1.67965 0.10278 0.09
S 0.64225 0.51291 1.04433 0.77
H -1.65381 -0.17741 0.87696 0.04
H -1.56246 -1.80291 0.89401 0.04
N 1.25618 2.05710 -1.10811 -0.10
C -1.30239 -1.02168 0.31824 -0.20
```

E_HOMO (spin up / spin down) (Eh): -0.299 / -0.299
Molecular weight (u): 78.1
Orbital gap (spin up / spin down) (Eh): 0.2566 / 0.2567

***

Stability summary: most stable C), least stable D).

***

A) One molecule with the formula C4H3NO2. Source: the OMol25 dataset; level of theory: wB97M-V/def2-TZVPD.

```
10
Properties=species:S:1:pos:R:3:lowdin_charge:R:1
C 0.64640 0.18455 0.09033 -0.42
C -1.84484 0.66259 0.36386 0.24
C 2.14583 -0.11226 -0.15857 -0.16
N -0.10707 -0.71069 -0.53457 0.08
H -2.21191 -0.95564 -0.75198 0.12
H 2.25893 -1.05704 -0.73311 0.12
O 3.08133 0.54730 0.20163 0.09
O 0.13415 1.12484 0.78212 0.06
C -1.39555 -0.39049 -0.30956 -0.24
H -2.70727 0.70683 1.04985 0.09
```

E_HOMO (Eh): -0.369
Molecular weight (u): 97.1
Orbital gap (Eh): 0.3311

***

B) One molecule with the formula C4H3NO2. Source: the OMol25 dataset; level of theory: wB97M-V/def2-TZVPD.

```
10
Properties=species:S:1:pos:R:3:lowdin_charge:R:1
H 2.52732 -0.88635 -0.58020 0.13
O -0.11037 1.06823 0.18255 0.08
O 2.55878 0.72678 0.65952 0.09
C 2.00692 -0.05328 -0.07731 -0.17
N -0.21655 -1.04546 -0.50165 0.15
C -1.40273 0.68060 0.25859 -0.07
C -1.47914 -0.61066 -0.15221 -0.10
H -2.33310 -1.27200 -0.17111 0.11
H -2.09413 1.41406 0.64551 0.13
C 0.54299 -0.02192 -0.26369 -0.34
```

E_HOMO (Eh): -0.365
Molecular weight (u): 97.1
Orbital gap (Eh): 0.3607
SMILES: O=Cc1ncco1

***

Stability summary: most stable B), least stable A).

***

A) One molecule with the formula C4H3NO2. Source: the OMol25 dataset; level of theory: wB97M-V/def2-TZVPD.

```
10
Properties=species:S:1:pos:R:3:lowdin_charge:R:1
H 0.18653 2.03371 0.30470 0.09
C -0.05259 0.01014 0.03451 -0.02
C 0.62490 -1.24567 -0.21597 -0.08
O 3.01365 -1.74839 -0.22528 0.19
H 0.26990 -2.27846 -0.31224 0.12
C 0.72807 1.14930 0.26338 -0.13
H -1.14742 0.24280 -0.00386 0.13
O 2.81662 1.65151 1.04740 0.01
N 1.99870 0.82273 0.64499 -0.11
C 1.96504 -1.25466 -0.08243 -0.20
```

E_HOMO (spin up / spin down) (Eh): -0.324 / -0.324
Molecular weight (u): 97.1
Orbital gap (spin up / spin down) (Eh): 0.2819 / 0.2819
SMILES: O=C=C/C=C\N=O

***

B) One molecule with the formula C4H3NO2. Source: the OMol25 dataset; level of theory: wB97M-V/def2-TZVPD.

```
10
Properties=species:S:1:pos:R:3:lowdin_charge:R:1
C 0.76364 -0.72047 0.87985 -0.38
O 1.41559 -0.73130 2.08223 0.14
C -1.14709 -0.25021 -0.44991 -0.08
C -0.63053 0.96854 -1.00856 -0.24
C 0.59570 1.44715 -0.71072 0.08
N -0.46921 -0.81926 0.50321 0.12
H -2.13788 -0.81745 -0.59907 0.16
H 0.97674 0.74147 0.10510 -0.02
O 1.99769 -1.27193 0.86858 0.14
H -1.36464 1.45346 -1.67070 0.08
```

E_HOMO (spin up / spin down) (Eh): -0.318 / -0.318
Molecular weight (u): 97.1
Orbital gap (spin up / spin down) (Eh): 0.2766 / 0.2766

***

C) C4H3NO2 as an isolated structure. Source: the OMol25 dataset; level of theory: wB97M-V/def2-TZVPD.

```
10
Properties=species:S:1:pos:R:3:lowdin_charge:R:1
H -1.36450 -0.87353 -1.62206 0.22
C -0.46021 0.69879 -0.11448 -0.41
C -0.94499 -0.49610 -0.53144 -0.13
O -0.80777 1.82791 -0.01239 0.18
H -1.76626 -0.68577 -0.02853 0.09
C 0.56625 -0.03297 0.74217 -0.17
N 2.66765 0.46514 -0.60436 0.20
O 0.03108 -1.36835 0.10745 -0.03
H 0.30056 0.21088 1.87285 0.22
C 1.77819 0.25400 0.19079 -0.16
```

E_HOMO (Eh): -0.390
Molecular weight (u): 97.1
Orbital gap (Eh): 0.3876

***

Stability summary: most stable A), least stable B).

***

A) A 2-piece molecular cluster, C4H3NO2 overall. Source: the OMol25 dataset; level of theory: wB97M-V/def2-TZVPD.

```
10
Properties=species:S:1:pos:R:3:lowdin_charge:R:1
C -0.97582 0.68301 -0.15828 -0.08
H 0.17314 2.48134 0.25229 0.12
N -1.39766 -1.74495 0.45416 0.20
H -0.95506 -2.51358 -0.04430 0.09
H -1.64903 1.19111 -0.84034 0.10
C 0.14254 1.39366 0.46128 -0.31
O 2.95886 -0.74187 -0.70379 0.05
O 1.00893 0.87479 1.13786 -0.01
C 1.85607 -1.01731 -0.66827 0.02
C -1.16197 -0.60619 0.10939 -0.18
```

E_HOMO (Eh): -0.356
Molecular weight (u): 97.1
Orbital gap (Eh): 0.3711

***

B) One molecule with the formula C4H3NO2. Source: the OMol25 dataset; level of theory: wB97M-V/def2-TZVPD.

```
10
Properties=species:S:1:pos:R:3:lowdin_charge:R:1
C -0.76447 -2.00053 0.54438 -0.17
N -0.18017 -0.10803 -0.82980 0.09
C 1.04758 1.95858 -0.13205 0.29
C -0.17213 -0.57964 0.46919 -0.44
C 0.36726 1.07657 -0.85731 -0.31
H 0.55426 1.61977 -1.81999 0.16
O -0.82814 -2.64191 1.55820 0.10
H -1.13872 -2.37202 -0.43065 0.12
H 0.85499 3.01701 0.05923 0.07
O 0.25954 0.03021 1.43880 0.09
```

E_HOMO (spin up / spin down) (Eh): -0.364 / -0.364
Molecular weight (u): 97.1
Orbital gap (spin up / spin down) (Eh): 0.3066 / 0.3066

***

Stability summary: most stable A), least stable B).